15
Properties=species:S:1:pos:R:3:forces:R:3:mulliken_charge:R:1 method="wB97M-V/def2-TZVPD" mol_weight_da=93.09 charge=+1 lumo_energy_ev="-3.9 / -7.6" total_energy_ev=-14599.0002
H 1.445655 0.558249 0.205658 -0.18 -1.63 -0.75 0.30
H -1.200268 -2.710744 1.590937 -0.88 -0.78 0.05 0.36
C -0.269306 -2.286872 1.325302 3.13 0.82 0.86 -0.85
H -1.383559 2.259036 -1.764607 -0.04 -0.56 -0.72 0.29
O -1.038288 0.271380 0.538406 -2.26 -0.75 0.33 -0.40
H -0.731151 3.577536 -0.737363 0.28 -0.43 -1.14 0.28
C -0.549634 2.908347 -1.621473 -1.38 1.50 2.62 -0.89
H 2.097023 -1.138060 -0.137367 0.63 -0.91 0.61 0.38
H 0.625009 -3.038997 1.200854 -2.06 1.25 -0.17 0.33
C 1.347588 -0.433424 -0.376379 -1.33 2.15 -0.67 -0.84
P -0.375149 -1.055448 -0.042146 2.04 0.36 1.16 0.68
H 0.066448 -1.625074 2.222123 -0.56 -0.84 -1.42 0.33
H 1.495043 -0.191699 -1.451834 -0.35 -0.08 0.62 0.34
H -1.990608 0.152879 0.879717 1.81 0.41 -0.61 0.37
H 0.461197 2.752891 -1.831827 1.15 -0.51 -0.79 0.32

---

45
Properties=species:S:1:pos:R:3:forces:R:3:mulliken_charge:R:1 method="wB97M-V/def2-TZVPD" mol_weight_da=824.22 charge=+3 lumo_energy_ev="-12.1 / -13.6" spin_multiplicity=5 total_energy_ev=-128276.2748 s_squared=6.04
H -3.954003 -0.963745 1.362164 0.28 -0.05 -0.20 0.38
O 0.027976 -0.899227 2.503486 0.07 0.81 0.44 -0.84
H -0.030157 -1.835126 7.232506 -0.05 0.26 -0.20 0.45
O -0.032656 1.332399 2.360624 0.17 -2.36 0.77 -0.72
P 2.139800 -0.097836 -0.021777 3.96 0.67 -0.20 1.04
I -0.029864 -1.265967 -5.314335 0.02 1.92 0.92 0.58
H -0.027466 -1.789891 4.717028 0.03 0.13 0.17 0.51
C 2.732327 0.018641 -1.718325 -0.39 0.08 -0.39 -1.11
H -2.553312 -2.068689 1.223008 -0.43 -0.06 0.00 0.36
Os -0.006504 -0.504801 0.364532 -0.13 -1.38 0.15 0.69
Br 0.125540 3.244567 4.516112 -0.03 -0.99 0.80 0.13
H -2.768754 2.228190 -0.047940 -0.05 0.02 0.26 0.39
C 0.028920 1.528056 6.722704 0.08 -0.58 1.06 -0.47
H -2.453712 -0.881138 -2.292384 -0.29 0.04 0.06 0.42
H -2.014432 1.705434 1.491757 -0.46 0.19 -0.10 0.21
H -3.818928 0.176446 -1.742410 0.24 -0.03 -0.11 0.41
C -2.733480 0.024101 -1.743587 0.41 0.10 -0.42 -1.11
H 1.988843 1.697159 1.520271 0.46 0.17 -0.13 0.22
H 2.221823 0.859777 -2.203443 0.48 -0.07 0.14 0.09
C 0.014939 0.272352 3.061322 -0.32 0.95 -1.04 1.06
H 3.950823 -0.978339 1.377859 -0.29 -0.04 -0.21 0.38
H -0.008140 0.342152 8.483527 0.04 -0.19 -0.37 0.43
H -3.743627 -1.960565 -0.104745 0.27 0.19 0.16 0.42
O 0.006065 -2.207264 -2.158729 -0.03 1.87 2.20 -0.55
C -3.214354 -1.388483 0.670771 0.26 -0.59 0.31 -1.32
C -0.021354 -0.886892 6.690847 0.18 -0.14 0.81 -0.62
P -2.151055 -0.084833 -0.045120 -3.83 0.66 -0.17 1.04
C -0.001110 -1.500824 -1.220575 0.03 -1.78 -0.93 0.63
H 3.718176 1.264293 1.180982 -0.28 0.21 -0.17 0.45
I -0.007846 1.084662 -3.847944 0.01 -1.77 -1.79 0.37
C -0.004733 -0.867994 5.292949 -0.13 0.77 -1.69 -0.13
H 2.543003 -2.075830 1.253907 0.43 -0.06 0.00 0.35
C 0.011717 0.331955 4.581970 0.18 -0.97 -0.37 0.29
H 2.457748 -0.885812 -2.272021 0.29 0.06 0.08 0.42
H 0.047203 2.447787 7.295987 -0.01 0.02 -0.17 0.46
H -2.219221 0.864344 -2.227019 -0.49 -0.08 0.15 0.08
C -2.742197 1.442471 0.714264 0.27 0.23 0.10 -1.19
C 0.049081 1.554372 5.313805 -0.04 0.86 -1.10 0.20
C 0.009598 0.314046 7.391455 -0.16 0.91 0.58 -0.52
H 3.818378 0.169302 -1.708410 -0.25 -0.02 -0.12 0.41
H 2.757369 2.214563 -0.014618 0.05 0.00 0.28 0.39
C 3.203889 -1.402309 0.693233 -0.27 -0.59 0.32 -1.31
H 3.725256 -1.982366 -0.082262 -0.28 0.21 0.16 0.41
C 2.722470 1.429258 0.748697 -0.25 0.23 0.10 -1.21
H -3.741436 1.278403 1.136377 0.25 0.21 -0.15 0.45

---

13
Properties=species:S:1:pos:R:3:forces:R:3:mulliken_charge:R:1 method="wB97M-V/def2-TZVPD" mol_weight_da=88.17 charge=0 lumo_energy_ev="0.1 / -0.6" total_energy_ev=-15107.1316
H -1.280303 -0.509136 2.257524 0.26 -0.13 -0.20 0.01
H 1.145535 -1.412684 0.997294 -1.40 -0.39 -1.30 0.32
H 1.366745 1.765705 -0.717068 0.94 1.20 -1.67 0.26
H 1.515642 1.358350 0.951671 -1.28 -0.64 -0.34 0.26
C 0.318856 -1.328942 0.207404 1.95 1.47 2.39 -0.52
H 0.649226 -0.235100 -1.545799 -0.57 0.22 -0.09 0.37
H -1.539814 -1.927235 -0.610035 -1.14 0.14 -0.58 0.13
S -0.485961 -2.675073 -0.418666 0.27 -0.93 0.17 -0.20
C -0.637761 1.131169 -0.235075 2.18 -1.72 2.22 -0.53
C 0.919391 1.205017 0.020306 -1.42 -0.40 1.76 -0.62
C 0.315111 -0.043126 -0.521349 0.48 -0.03 -0.61 0.10
H -0.972590 1.757062 -0.990193 -0.70 0.82 -1.37 0.30
H -1.314075 0.913994 0.603986 0.44 0.37 -0.39 0.13